Record 1
A structure of composition C27H39BN2O5Re. Source: the Open Molecules 2025 dataset; level of theory: ωB97M-V/def2-TZVPD.

Computed properties:
2S+1 = 2
molar mass = 668.637 g mol⁻¹
E_tot = -44659.9983 eV
LUMO (spin up / spin down) = 0.005 / -0.023 hartree

```
75
Properties=species:S:1:pos:R:3:lowdin_spin:R:1
Re -0.529 -0.032 -0.165 0.69
N -1.229 1.472 1.271 0.00
C -0.349 1.657 2.445 0.00
C 1.044 1.134 2.140 0.02
O 1.976 1.325 2.903 0.04
N 1.096 0.485 0.959 0.05
C 2.401 0.052 0.502 0.00
C 2.258 -0.491 -0.903 0.00
O 3.190 -0.875 -1.561 0.00
O 1.003 -0.527 -1.338 0.03
H -1.226 2.326 0.720 0.00
H -2.186 1.342 1.566 0.00
H -0.744 1.096 3.287 0.00
H -0.291 2.703 2.744 0.00
H 2.800 -0.744 1.140 0.00
H 3.136 0.858 0.519 0.00
C -2.734 -0.725 0.363 0.00
C -1.978 -1.632 1.182 0.01
C -1.201 -2.424 0.280 0.05
C -1.499 -1.944 -1.038 0.00
C -2.498 -0.943 -1.014 0.00
C -3.456 -0.647 -2.157 0.00
C -2.721 -0.253 -3.440 0.00
C -4.229 -1.954 -2.405 0.00
C -4.462 0.440 -1.777 0.00
C -0.304 -3.660 0.420 0.01
C 0.510 -3.736 1.711 0.00
C -1.211 -4.899 0.302 0.01
C 0.700 -3.737 -0.743 0.00
C -2.266 -1.795 2.681 0.00
C -1.041 -1.595 3.604 0.00
C -2.865 -3.198 2.892 0.00
C -3.351 -0.810 3.139 0.00
H -3.476 -0.026 0.715 0.00
H -1.089 -2.351 -1.948 0.00
H -1.825 -0.855 -3.598 0.00
H -2.417 0.793 -3.424 0.00
H -3.379 -0.390 -4.301 0.00
H -3.576 -2.725 -2.817 0.00
H -5.040 -1.779 -3.115 0.00
H -4.662 -2.334 -1.477 0.00
H -3.967 1.349 -1.437 0.00
H -5.138 0.095 -0.990 0.00
H -5.073 0.691 -2.646 0.00
H -0.099 -3.762 2.609 0.00
H 1.204 -2.896 1.788 0.00
H 1.105 -4.651 1.694 0.00
H -1.911 -4.988 1.131 0.00
H -0.594 -5.800 0.280 0.00
H -1.789 -4.863 -0.624 0.00
H 1.254 -2.814 -0.883 0.00
H 0.213 -3.977 -1.689 0.00
H 1.413 -4.536 -0.538 0.00
H -0.096 -1.631 3.071 0.00
H -1.021 -2.355 4.387 0.00
H -1.092 -0.634 4.112 0.00
H -2.112 -3.979 2.845 0.00
H -3.630 -3.414 2.144 0.00
H -3.331 -3.249 3.879 0.00
H -3.057 0.234 3.008 0.00
H -3.524 -0.955 4.206 0.00
H -4.299 -0.970 2.622 0.00
O -0.226 1.903 -2.682 0.01
B -0.904 1.575 -1.496 0.05
O -1.886 2.573 -1.252 0.01
C -1.829 3.440 -2.320 0.00
C -2.616 4.538 -2.578 0.00
C -2.346 5.232 -3.758 0.00
C -1.333 4.823 -4.619 0.00
C -0.546 3.706 -4.343 0.00
C -0.822 3.029 -3.176 0.00
H -3.401 4.844 -1.900 0.00
H -2.938 6.102 -4.007 0.00
H -1.152 5.384 -5.526 0.00
H 0.243 3.379 -5.006 0.00
```

Record 2
A structure of composition C27H39CdN7O13P. Source: the Open Molecules 2025 dataset; level of theory: ωB97M-V/def2-TZVPD.

Computed properties:
2S+1 = 2
net charge = -2
molar mass = 813.031 g mol⁻¹
E_tot = -79533.9281 eV
LUMO (spin up / spin down) = 0.145 / 0.145 hartree

```
88
Properties=species:S:1:pos:R:3:lowdin_spin:R:1
Cd -1.139 -0.456 0.773 0.00
O -1.943 -2.532 -1.157 0.00
C -2.712 -2.355 -2.315 0.00
C -1.953 -1.739 -3.485 0.00
C -1.104 -0.523 -3.094 0.00
C -1.921 0.609 -2.550 0.00
C -2.401 1.590 -3.411 0.00
C -3.232 2.591 -2.932 0.00
C -3.581 2.561 -1.592 0.00
C -3.061 1.559 -0.793 0.00
N -2.225 0.615 -1.239 0.00
H -1.027 -2.803 -1.370 0.00
H -3.552 -1.712 -2.036 0.00
H -3.131 -3.316 -2.649 0.00
H -2.680 -1.465 -4.257 0.00
H -1.276 -2.490 -3.903 0.00
H -0.554 -0.194 -3.978 0.00
H -0.389 -0.831 -2.345 0.00
H -2.123 1.562 -4.457 0.00
H -3.618 3.356 -3.594 0.00
H -4.239 3.304 -1.162 0.00
H -3.334 1.470 0.252 0.00
O -5.400 -3.711 3.993 0.00
C -4.536 -3.061 3.432 0.00
C -3.156 -3.533 3.098 0.00
O -2.637 -4.571 3.490 0.00
C -2.555 -2.490 2.264 0.00
C -3.434 -1.352 2.227 0.00
O -3.145 -0.266 1.629 0.00
C -4.654 -1.640 2.976 0.00
O -5.590 -0.884 3.212 0.00
O -1.424 -2.508 1.702 0.00
N -0.104 -0.836 3.407 0.00
N 0.156 0.132 4.394 0.05
C 0.784 1.296 3.949 0.15
N 0.945 2.272 4.928 0.06
N 1.265 1.325 2.741 -0.04
N 1.718 2.454 2.165 0.35
O 1.573 3.628 2.725 0.17
O 2.294 2.334 1.020 0.23
H -0.586 -1.627 3.803 0.00
H 0.743 -1.121 2.922 0.00
H 0.556 -0.217 5.257 0.01
H 0.168 2.314 5.575 0.01
H 1.147 3.153 4.443 0.00
C 3.926 -3.491 -1.518 0.00
C 3.530 -3.358 -0.044 0.00
C 2.733 -4.590 0.389 0.00
C 4.784 -3.200 0.815 0.00
O 2.755 -2.181 0.211 0.00
P 1.537 -1.636 -0.713 0.00
O 0.771 -2.745 -1.338 0.00
O 0.863 -0.614 0.150 0.00
O 2.290 -0.873 -1.938 0.00
C 2.891 0.439 -1.858 0.00
C 1.816 1.526 -1.896 0.00
C 3.737 0.620 -0.598 0.00
C 3.762 0.526 -3.112 0.00
H 4.553 -4.373 -1.660 0.00
H 4.469 -2.603 -1.845 0.00
H 3.022 -3.578 -2.121 0.00
H 3.321 -5.498 0.237 0.00
H 1.818 -4.635 -0.199 0.00
H 2.456 -4.508 1.441 0.00
H 5.394 -4.104 0.767 0.00
H 4.496 -3.011 1.850 0.00
H 5.372 -2.350 0.466 0.00
H 1.167 1.411 -1.028 0.00
H 1.222 1.451 -2.811 0.00
H 2.287 2.509 -1.846 0.00
H 3.099 0.550 0.282 0.00
H 4.200 1.607 -0.606 0.00
H 4.516 -0.144 -0.546 0.00
H 3.137 0.401 -3.999 0.00
H 4.517 -0.263 -3.103 0.00
H 4.264 1.494 -3.159 0.00
O -1.379 2.243 1.456 0.00
N -1.583 3.386 0.963 0.00
C -0.772 3.880 -0.006 0.00
C -0.992 5.114 -0.566 0.00
C -2.062 5.900 -0.147 0.00
C -2.861 5.393 0.869 0.00
C -2.610 4.155 1.409 0.00
H 0.062 3.239 -0.258 0.00
H -0.304 5.460 -1.325 0.00
H -2.259 6.867 -0.588 0.00
H -3.687 5.972 1.262 0.00
H -3.193 3.715 2.204 0.00
```

Record 3
A structure of composition C27H39Cl4N2O3PtS2Sb. Source: the Open Molecules 2025 dataset; level of theory: ωB97M-V/def2-TZVPD.

Computed properties:
net charge = +2
molar mass = 962.404 g mol⁻¹
E_tot = -119282.4478 eV
LUMO (spin up / spin down) = -0.281 / -0.281 hartree

```
79
Properties=species:S:1:pos:R:3:mulliken_charge:R:1
Pt -0.238 -0.439 -0.086 1.42
O -2.220 0.970 -1.019 -0.34
C -3.052 0.889 0.138 -0.22
C -3.123 -0.512 0.655 1.06
C -4.313 -1.124 0.997 -0.94
C -4.299 -2.430 1.463 -0.58
C -3.084 -3.091 1.558 -1.02
C -1.933 -2.434 1.179 0.12
N -1.953 -1.162 0.744 0.57
H -2.590 0.427 -1.732 0.29
H -4.054 1.280 -0.045 0.54
H -2.558 1.518 0.871 -0.78
H -5.240 -0.576 0.898 0.55
H -5.221 -2.924 1.738 0.46
H -3.018 -4.107 1.918 0.53
H -0.962 -2.907 1.225 0.55
Cl 6.473 -1.057 -1.057 -0.15
C 4.830 -1.427 -0.813 0.51
C 4.457 -2.760 -0.449 0.41
Cl 5.659 -3.964 -0.343 -0.15
C 3.151 -3.066 -0.158 0.26
Cl 2.669 -4.624 0.356 -0.17
C 2.152 -2.068 -0.279 -1.02
O 0.928 -2.261 0.033 -0.86
C 2.522 -0.755 -0.739 -0.31
O 1.553 0.110 -0.817 -0.33
C 3.880 -0.439 -0.935 0.43
Cl 4.306 1.201 -1.231 -0.18
C -1.253 3.923 0.720 -1.47
C -0.602 3.341 1.979 1.12
C 0.337 4.398 2.570 -1.58
C -1.666 2.964 3.006 -1.54
Sb 0.847 1.828 1.288 0.50
C 1.166 0.572 3.069 1.51
C 1.596 1.496 4.214 -1.80
C -0.047 -0.249 3.494 -1.58
C 2.323 -0.371 2.732 -1.71
C 1.174 2.445 -3.131 1.42
C 2.148 1.579 -3.772 -1.23
C 1.560 3.726 -2.569 -1.25
C -0.229 2.077 -3.137 -0.60
H -1.889 4.772 0.996 0.50
H -1.873 3.204 0.186 0.20
H -0.498 4.301 0.022 0.32
H -0.244 5.303 2.776 0.47
H 1.137 4.684 1.878 0.36
H 0.797 4.083 3.507 0.36
H -2.272 3.850 3.229 0.46
H -1.231 2.626 3.942 0.37
H -2.351 2.188 2.669 0.19
H 0.801 2.168 4.525 0.40
H 2.477 2.092 3.962 0.42
H 1.862 0.886 5.082 0.48
H -0.893 0.374 3.786 0.18
H 0.230 -0.853 4.366 0.56
H -0.366 -0.924 2.708 0.24
H 3.209 0.164 2.382 0.42
H 2.026 -1.101 1.979 0.27
H 2.609 -0.930 3.628 0.51
H 3.180 1.883 -3.640 0.42
H 1.886 1.616 -4.845 0.43
H 1.970 0.538 -3.485 0.21
H 2.234 3.545 -1.717 0.30
H 0.716 4.331 -2.251 0.34
H 2.184 4.248 -3.306 0.45
H -0.422 1.054 -3.446 0.01
H -0.700 2.775 -3.852 0.50
H -0.702 2.317 -2.177 0.11
S -1.049 -1.399 -2.703 -0.26
C -1.199 -3.055 -2.946 -0.01
N -1.803 -3.625 -3.973 -0.15
C -1.662 -5.073 -4.133 -0.59
C -1.300 -5.615 -2.750 -0.50
S -0.521 -4.227 -1.858 0.09
H -2.169 -3.044 -4.713 0.24
H -0.880 -5.284 -4.865 0.29
H -2.598 -5.496 -4.489 0.33
H -0.593 -6.437 -2.813 0.39
H -2.178 -5.941 -2.198 0.30
```

Record 4
A cluster of 2 separate species, C27H39F2Si in total. Source: the Open Molecules 2025 dataset; level of theory: ωB97M-V/def2-TZVPD.

Computed properties:
net charge = +1
molar mass = 429.691 g mol⁻¹
E_tot = -41937.2897 eV
LUMO = -0.213 hartree

```
69
Properties=species:S:1:pos:R:3:mulliken_charge:R:1
C -2.568 1.761 3.266 -1.34
C -2.020 1.523 1.860 -0.22
Si -1.093 -0.103 1.653 -0.42
C -2.194 -1.523 2.179 -0.43
C -3.487 -1.706 1.390 -1.35
C -0.667 -0.305 -0.147 -0.10
C -1.057 0.802 -1.129 -1.43
C 0.400 -0.225 2.854 -0.31
C 1.817 -0.460 2.339 0.88
C 2.247 -1.845 1.970 -2.13
C 2.657 0.576 2.069 1.42
C 3.845 0.387 1.172 -1.56
C 2.081 1.975 2.160 -1.58
H -3.169 2.680 3.282 0.40
H -3.208 0.933 3.601 0.28
H -1.744 1.888 3.980 0.29
H -2.826 1.575 1.109 0.36
H -1.307 2.313 1.578 0.34
H -1.563 -2.420 2.104 0.36
H -2.408 -1.370 3.245 0.37
H -4.045 -2.562 1.792 0.39
H -4.139 -0.826 1.464 0.31
H -3.295 -1.909 0.329 0.29
H 0.420 -0.459 -0.164 0.23
H -1.113 -1.259 -0.465 0.47
H -0.767 0.509 -2.145 0.42
H -2.137 0.992 -1.138 0.32
H -0.543 1.742 -0.896 0.29
H 0.344 0.700 3.453 0.37
H 0.136 -1.050 3.532 0.11
H 1.620 -2.577 2.470 0.42
H 2.185 -1.996 0.880 0.50
H 3.283 -2.036 2.282 0.34
H 4.299 1.343 0.860 0.45
H 4.662 -0.212 1.604 0.14
H 3.537 -0.154 0.257 0.30
H 2.745 2.766 1.787 0.50
H 1.153 2.013 1.556 0.19
H 1.788 2.255 3.179 0.29
C 0.493 -4.277 8.583 -1.38
C 1.517 -3.682 7.707 0.90
C 2.840 -3.545 8.156 0.33
F 3.152 -3.996 9.418 -0.31
C 3.845 -3.038 7.372 -0.85
C 3.469 -2.323 6.173 0.38
C 4.273 -1.402 5.461 -0.09
C 5.612 -1.101 5.798 0.33
C 6.083 -1.061 7.147 -1.08
C 7.435 -0.936 7.356 0.55
F 7.923 -1.144 8.622 -0.31
C 8.343 -0.618 6.330 0.80
C 9.738 -0.263 6.673 -1.37
C 7.854 -0.552 5.007 -0.70
C 6.534 -0.832 4.746 -0.77
C 2.172 -2.587 5.655 -0.45
C 1.224 -3.263 6.383 -0.77
H -0.419 -4.416 8.004 0.38
H 0.825 -5.247 8.978 0.34
H 0.261 -3.626 9.438 0.33
H 4.898 -3.156 7.643 0.87
H 3.851 -0.919 4.565 0.47
H 5.359 -1.138 7.963 0.86
H 10.224 0.138 5.784 0.39
H 9.774 0.505 7.457 0.33
H 10.305 -1.133 7.025 0.32
H 8.560 -0.304 4.212 0.35
H 6.187 -0.876 3.712 0.39
H 1.939 -2.240 4.648 0.17
H 0.255 -3.510 5.965 0.43
```

Record 5
A cluster of 5 separate species, C27H39FN2O13S in total. Source: the Open Molecules 2025 dataset; level of theory: ωB97M-V/def2-TZVPD.

Computed properties:
SMILES = O=C(O)N(CCCNCc1ccccc1O)S(=O)(=O)F.O=C1CCCO1.O=C1CCCO1.O=C1CCCO1.O=C1CCCO1
molar mass = 650.675 g mol⁻¹
E_tot = -71778.5841 eV
LUMO = -0.010 hartree

```
83
Properties=species:S:1:pos:R:3:mulliken_charge:R:1
O 7.568 -1.609 0.004 -0.46
C 6.436 -1.188 -0.043 0.12
O 5.643 -0.992 1.101 -0.39
N 5.779 -0.877 -1.321 0.75
C 6.235 0.418 -1.917 -0.85
C 5.646 1.687 -1.133 -0.54
C 4.167 2.085 -1.568 -0.45
N 3.073 1.520 -0.735 -0.37
C 2.697 0.142 -1.162 1.64
C 1.190 -0.229 -0.821 -0.18
C 0.206 0.711 -0.224 -0.77
C -1.168 0.173 0.074 -0.15
C -1.577 -1.276 -0.187 0.14
C -0.549 -2.179 -0.815 -0.74
C 0.811 -1.665 -1.118 0.28
O 1.791 -2.532 -1.693 -0.61
S 5.827 -2.174 -2.412 1.08
O 7.087 -2.195 -3.154 -0.58
O 5.563 -3.398 -1.633 -0.61
F 4.502 -1.999 -3.397 -0.10
H 4.969 -1.714 1.116 0.14
H 5.886 0.430 -2.995 0.42
H 7.367 0.435 -1.863 0.35
H 5.795 1.605 -0.012 0.29
H 6.315 2.552 -1.461 0.36
H 3.993 1.842 -2.656 0.09
H 4.099 3.217 -1.457 0.35
H 3.480 1.405 0.207 0.31
H 2.941 -0.041 -2.256 -0.67
H 3.319 -0.578 -0.532 -0.30
H 0.526 1.765 -0.024 0.31
H -1.902 0.887 0.531 0.24
H -2.603 -1.727 0.058 0.20
H -0.769 -3.250 -1.064 0.33
H 1.743 -2.392 -2.662 0.27
O 2.711 -1.648 3.002 -0.57
C 2.957 -2.730 3.462 0.57
C 4.215 -3.523 3.221 -0.15
C 3.817 -4.907 3.694 -0.66
C 2.784 -4.600 4.757 -0.44
O 2.139 -3.395 4.319 -0.36
H 5.021 -3.102 3.825 0.29
H 4.483 -3.521 2.165 0.17
H 4.653 -5.502 4.064 0.35
H 3.352 -5.456 2.871 0.29
H 3.235 -4.417 5.736 0.25
H 2.045 -5.396 4.852 0.33
O -1.000 -0.525 -4.319 -0.57
C 0.085 -0.364 -4.798 0.57
C 0.687 0.958 -5.205 -0.34
C 1.849 0.524 -6.082 -0.59
C 2.211 -0.824 -5.496 0.21
O 0.977 -1.373 -5.015 -0.42
H 1.026 1.484 -4.310 0.13
H -0.031 1.561 -5.758 0.35
H 2.681 1.228 -6.089 0.33
H 1.504 0.400 -7.113 0.29
H 2.905 -0.739 -4.656 -0.31
H 2.642 -1.492 -6.243 0.35
O -4.758 -1.018 -0.135 -0.59
C -4.884 -0.281 0.807 0.59
C -6.140 0.460 1.187 -0.47
C -5.618 1.494 2.164 -0.21
C -4.416 0.797 2.762 -0.50
O -3.898 -0.036 1.715 -0.32
H -6.835 -0.236 1.662 0.25
H -6.599 0.925 0.316 0.31
H -6.348 1.804 2.906 0.18
H -5.295 2.385 1.617 0.20
H -4.686 0.161 3.611 0.27
H -3.649 1.504 3.080 0.31
O -8.653 2.531 0.948 -0.54
C -8.782 3.266 1.887 0.46
C -10.039 4.008 2.265 -0.43
C -9.517 5.043 3.243 -0.52
C -8.315 4.346 3.843 -0.50
O -7.798 3.513 2.795 -0.27
H -10.733 3.311 2.740 0.27
H -10.497 4.471 1.393 0.31
H -10.250 5.354 3.987 0.32
H -9.194 5.934 2.696 0.27
H -8.584 3.710 4.692 0.28
H -7.548 5.053 4.161 0.33
```

Record 6
A structure of composition C27H39HfI2N6O3S2Se2. Source: the Open Molecules 2025 dataset; level of theory: ωB97M-V/def2-TZVPD.

Computed properties:
net charge = +1
molar mass = 1150.000 g mol⁻¹
E_tot = -213584.8087 eV
LUMO = -0.131 hartree

```
82
Properties=species:S:1:pos:R:3:mulliken_charge:R:1
Hf -2.238 0.559 -1.184 0.16
C -1.558 2.620 4.310 -0.88
C -3.036 2.292 4.109 -0.43
N -3.488 2.514 2.739 -0.17
C -3.245 1.668 1.736 0.38
S -4.056 1.977 0.222 -0.53
N -2.474 0.633 1.979 -0.98
N -2.299 -0.222 0.944 1.12
C -1.861 -1.412 1.196 0.79
C -1.528 -1.876 2.573 -1.26
C -1.859 -2.330 0.053 0.05
C -1.418 -3.641 0.164 -0.49
C -1.530 -4.487 -0.925 -0.83
C -2.108 -4.013 -2.092 -0.87
C -2.517 -2.693 -2.131 -0.35
N -2.396 -1.861 -1.096 0.44
H -1.215 2.229 5.267 0.30
H -1.388 3.696 4.294 0.34
H -0.970 2.162 3.517 0.15
H -3.657 2.910 4.757 0.42
H -3.221 1.246 4.356 0.23
H -4.052 3.319 2.533 0.23
H -1.679 -1.056 3.267 0.27
H -0.487 -2.202 2.636 0.10
H -2.168 -2.713 2.860 0.40
H -0.982 -3.985 1.091 0.57
H -1.174 -5.507 -0.864 0.48
H -2.237 -4.646 -2.956 0.48
H -2.968 -2.280 -3.025 0.50
I -5.634 -1.305 -0.158 0.18
C -6.505 0.049 -1.549 -0.88
I -5.118 0.614 -3.083 0.24
H -6.792 0.947 -1.017 0.38
H -7.351 -0.436 -2.018 0.47
O 1.132 3.328 -4.953 -0.51
C -0.011 3.965 -4.422 -1.42
C -0.717 2.982 -3.472 2.11
C -1.843 3.760 -2.806 -1.57
O -2.814 2.840 -2.284 -0.17
C 0.317 2.482 -2.444 -1.27
Se -0.317 2.209 -0.572 -0.46
C -1.310 1.877 -4.368 -1.29
Se -1.469 0.055 -3.619 -0.23
H 1.562 3.914 -5.581 0.35
H -0.718 4.241 -5.215 0.46
H 0.262 4.874 -3.870 0.47
H -2.327 4.421 -3.531 0.58
H -1.436 4.362 -1.990 0.42
H -3.518 3.361 -1.887 0.26
H 1.115 3.216 -2.339 0.56
H 0.761 1.544 -2.770 0.45
H -0.664 1.734 -5.230 0.62
H -2.302 2.162 -4.715 0.31
C 6.548 0.385 -0.683 -1.35
C 5.046 0.224 -0.904 -0.20
C 4.515 -0.965 -0.101 -0.59
N 3.174 -1.368 -0.517 0.15
C 2.005 -0.865 -0.131 -0.40
S 0.637 -1.087 -1.067 -0.13
N 1.898 -0.132 1.035 0.63
C 2.377 -0.362 2.329 0.24
O 2.289 0.516 3.153 -0.62
C 2.860 -1.733 2.665 0.22
C 2.245 -2.875 2.160 0.41
C 2.664 -4.129 2.574 -0.99
C 3.710 -4.250 3.478 -0.48
C 4.321 -3.113 3.989 -0.63
C 3.886 -1.859 3.598 -0.51
H 6.926 1.257 -1.216 0.38
H 7.084 -0.494 -1.044 0.34
H 6.774 0.513 0.377 0.34
H 4.839 0.066 -1.965 0.34
H 4.519 1.131 -0.600 0.25
H 4.524 -0.724 0.956 0.14
H 5.168 -1.827 -0.246 0.46
H 3.122 -1.870 -1.390 0.31
H 1.273 0.666 0.965 -0.21
H 1.429 -2.789 1.451 0.45
H 2.170 -5.016 2.197 0.45
H 4.043 -5.231 3.792 0.41
H 5.129 -3.204 4.703 0.42
H 4.335 -0.963 4.007 0.48
```